Record 1
This record from OMol25 describes one molecule with the formula C21H24N2O3 at a distorted geometry. The level of theory is ωB97M-V/def2-TZVPD.

LUMO (eV): 0.3
HOMO-LUMO gap (eV): 7.734
Maximum force (eV/Å): 5.2
Relative energy (zero: lowest compared OMol25 entry of this formula, charge and spin) (kcal/mol): 123.6
SMILES string: O=C1NCCC[C@@H]2c3cc(O)c4ccccc4c3O[C@]12N1CCCCC1
E_HOMO (eV): -7.419

Atoms and positions in Å:
O1 2.57925 -1.99591 0.24714
C1 1.89154 -1.07308 -0.11369
N1 2.63715 -0.44271 -1.16330
C2 2.13261 0.19724 -2.37977
C3 1.13502 -0.73565 -3.05900
C4 0.02783 -1.49020 -2.18311
C5 -0.42558 -0.79193 -0.92379
C6 -0.65152 0.63580 -1.10753
C7 -1.33358 1.24059 -2.13536
C8 -1.50367 2.58484 -2.20221
O2 -2.18388 3.01585 -3.34022
C9 -1.05983 3.38010 -1.16681
C10 -1.28637 4.70331 -1.25472
C11 -0.75434 5.57128 -0.19757
C12 -0.10451 5.05483 0.88585
C13 -0.02033 3.62394 0.97621
C14 -0.35906 2.76797 -0.08549
C15 -0.17847 1.37486 -0.01859
O3 0.36874 0.60423 0.95352
C16 0.42840 -0.70364 0.35194
N2 -0.20584 -1.53018 1.41896
C17 -0.30891 -3.00091 1.07748
C18 -0.79265 -4.02919 2.11700
C19 -0.06344 -3.69061 3.44013
C20 -0.33315 -2.18511 3.74741
C21 0.43972 -1.34547 2.73918
H1 3.64397 -0.63429 -1.21206
H2 1.60757 1.06154 -2.15016
H3 2.90385 0.56548 -3.05004
H4 1.58771 -1.42587 -3.78750
H5 0.46664 -0.14241 -3.67322
H6 -0.74843 -1.98000 -2.84826
H7 0.49697 -2.39345 -1.83582
H8 -1.35831 -1.22898 -0.54457
H9 -1.60129 0.67370 -2.91976
H10 -3.15442 2.96507 -3.07970
H11 -1.77488 5.09566 -2.18132
H12 -0.78403 6.60371 -0.25522
H13 0.26494 5.66808 1.68090
H14 0.30258 3.07700 1.87805
H15 0.56769 -3.27816 0.54844
H16 -1.08735 -3.12086 0.27970
H17 -0.49545 -5.02867 1.95643
H18 -1.87607 -3.94959 2.28280
H19 0.98338 -3.86595 3.40576
H20 -0.45732 -4.41699 4.24982
H21 -1.39880 -1.99547 3.88610
H22 0.15871 -1.91331 4.77645
H23 1.38064 -1.69829 2.75664
H24 0.29656 -0.37827 3.21290


Record 2
This record from OMol25 describes a 2-piece molecular cluster, C6H13N2O2S overall at a distorted geometry. The level of theory is ωB97M-V/def2-TZVPD.

LUMO (spin up / spin down) (eV): -5.8 / -6.2
HOMO-LUMO gap (spin up / spin down) (eV): 7.762 / 7.350
Maximum force (eV/Å): 3.6
Relative energy (zero: lowest compared OMol25 entry of this formula, charge and spin) (kcal/mol): 88.0
Total charge: +1
E_HOMO (spin up / spin down) (eV): -13.552 / -13.598

Atoms and positions in Å:
C1 -0.52425 0.87328 0.85644
C2 -1.86726 1.47171 0.90466
C3 -2.97895 0.33109 1.07486
C4 -2.76263 -0.83378 0.08368
C5 -1.32541 -1.33122 0.21298
C6 4.89523 0.87317 -0.25552
N1 -0.36437 -0.34323 0.56577
N2 3.62120 0.30917 0.29821
O1 1.31584 -0.97538 0.00087
O2 2.98090 -0.52241 -1.94896
S1 2.82807 -0.89900 -0.57524
H1 0.35641 1.45948 0.97362
H2 -1.86357 2.18478 1.70763
H3 -1.93370 1.93413 -0.08495
H4 -2.75388 0.05752 2.10722
H5 -3.86199 0.92311 1.03164
H6 -3.53781 -1.59316 0.24013
H7 -2.94180 -0.34294 -0.93623
H8 -1.33754 -1.98666 1.13516
H9 -1.19371 -1.99591 -0.69716
H10 5.10260 1.89898 0.08110
H11 5.79184 0.35147 0.13762
H12 4.72320 0.91902 -1.34844
H13 3.82898 0.02377 1.35239


Record 3
This record from OMol25 describes a 2-piece molecular cluster, C6H14N2O2 overall. The level of theory is ωB97M-V/def2-TZVPD.

LUMO (eV): 0.5
HOMO-LUMO gap (eV): 9.501
Maximum force (eV/Å): 0.8
Relative energy (zero: lowest compared OMol25 entry of this formula, charge and spin) (kcal/mol): 7.8
SMILES string: CNC(C)=O.CNC(C)=O
E_HOMO (eV): -8.982

Atoms and positions in Å:
C1 0.39031 1.96377 1.92581
N1 1.50473 1.05495 2.11473
C2 1.57080 -0.07900 1.39486
C3 2.82699 -0.89463 1.56286
O1 0.69156 -0.36572 0.59337
H1 -0.55151 1.46645 2.16489
H2 0.49726 2.82685 2.58025
H3 0.32245 2.27919 0.88572
H4 2.26726 1.36342 2.68882
H5 2.92443 -1.56501 0.71376
H6 3.71379 -0.27325 1.64313
H7 2.76532 -1.53815 2.43770
C4 -3.10679 -0.69009 -0.64751
N2 -1.74253 -0.49660 -1.08225
C5 -1.45275 -0.46641 -2.39851
C6 0.00480 -0.32886 -2.74937
O2 -2.30513 -0.64644 -3.25407
H8 -3.53324 -1.60027 -1.07893
H9 -3.11467 -0.81081 0.43220
H10 -3.76370 0.14181 -0.91972
H11 -1.05753 -0.26596 -0.37801
H12 0.10167 0.09187 -3.74578
H13 0.67477 0.19085 -2.06320
H14 0.37172 -1.35798 -2.82075


Record 4
This record from OMol25 describes C34H35GeINPTi as an isolated structure at a distorted geometry. The level of theory is ωB97M-V/def2-TZVPD.

2S+1: 2
LUMO (spin up / spin down) (eV): 2.5 / 2.6
HOMO-LUMO gap (spin up / spin down) (eV): 6.334 / 6.450
Maximum force (eV/Å): 1.5
Total charge: -1
⟨S²⟩: 0.76
E_HOMO (spin up / spin down) (eV): -3.804 / -3.893

Atoms and positions in Å:
Ti1 0.46432 1.51912 -0.47975
I1 -0.84132 2.82992 1.37455
C1 -1.96532 1.04038 2.98815
C2 -2.77261 1.74848 3.82193
C3 -3.57681 1.10225 4.77819
C4 -3.55193 -0.25903 4.86636
C5 -2.72679 -1.02631 4.01044
C6 -2.73165 -2.42993 4.12714
C7 -1.95034 -3.19490 3.31333
C8 -1.13137 -2.57479 2.36273
C9 -1.07685 -1.20458 2.20071
P1 0.16970 -0.67347 0.94112
C10 -0.06425 -1.92101 -0.38250
C11 -1.33193 -2.36464 -0.74856
C12 -1.50409 -3.16137 -1.87072
C13 -0.41006 -3.52524 -2.63999
C14 0.85629 -3.07839 -2.28907
C15 1.02790 -2.27490 -1.17288
C16 1.70898 -1.19305 1.79499
C17 2.18651 -2.49827 1.86417
C18 3.34350 -2.78553 2.57321
C19 4.02980 -1.77398 3.23016
C20 3.56524 -0.46818 3.15949
C21 2.41970 -0.17876 2.43426
C22 -1.89561 -0.37177 3.03103
H1 -2.80296 2.83090 3.74744
H2 -4.21097 1.68644 5.43449
H3 -4.16269 -0.78297 5.59265
H4 -3.37061 -2.88279 4.87705
H5 -1.95085 -4.27501 3.39290
H6 -0.53199 -3.21003 1.72582
H7 -2.19425 -2.07552 -0.16166
H8 -2.50105 -3.46703 -2.16069
H9 -0.54858 -4.12899 -3.52817
H10 1.71294 -3.33650 -2.89955
H11 2.01242 -1.89114 -0.93041
H12 1.67048 -3.29562 1.34288
H13 3.71187 -3.80368 2.60982
H14 4.93314 -2.00139 3.78290
H15 4.10665 0.33079 3.64998
H16 2.08793 0.84698 2.32874
C23 4.47435 3.79428 -1.70931
Ge1 2.77273 3.40794 -0.76654
C24 2.92308 4.35889 0.96414
C25 1.39180 4.46079 -1.76728
C26 2.32925 1.50260 -0.70266
H17 4.46627 4.83943 -2.02593
H18 4.60166 3.16289 -2.58950
H19 5.32864 3.63893 -1.04868
H20 2.96521 5.43985 0.80792
H21 3.82732 4.05151 1.49451
H22 2.06375 4.13145 1.59565
H23 0.90570 3.86530 -2.54197
H24 0.61945 4.84405 -1.09628
H25 1.88054 5.31620 -2.24190
H26 3.05073 1.00475 -1.35895
C27 0.62253 -0.10454 -4.19120
C28 -0.85513 -0.17692 -3.92407
C29 -1.71374 -0.75816 -4.84470
C30 -3.08275 -0.83470 -4.61643
C31 -3.60099 -0.29644 -3.44670
C32 -2.77627 0.29885 -2.50323
C33 -3.33755 0.89194 -1.24206
C34 -1.37562 0.35239 -2.71892
N1 -0.56606 0.86316 -1.75609
H27 0.94822 -0.94691 -4.80548
H28 1.17848 -0.09465 -3.25376
H29 0.87582 0.81894 -4.72149
H30 -1.29827 -1.17478 -5.75792
H31 -3.73698 -1.29889 -5.34509
H32 -4.67055 -0.33298 -3.26113
H33 -4.42945 0.90128 -1.26559
H34 -2.97138 1.90959 -1.09528
H35 -3.01329 0.33744 -0.35677


Record 5
This record from OMol25 describes C34H49ClO2OsP4 as an isolated structure at a distorted geometry. The level of theory is ωB97M-V/def2-TZVPD.

2S+1: 5
LUMO (spin up / spin down) (eV): -4.6 / -8.0
HOMO-LUMO gap (spin up / spin down) (eV): 4.145 / 5.441
Maximum force (eV/Å): 4.9
Relative energy (zero: lowest compared OMol25 entry of this formula, charge and spin) (kcal/mol): 0.0
Total charge: +2
⟨S²⟩: 6.05
E_HOMO (spin up / spin down) (eV): -8.719 / -13.475

Atoms and positions in Å:
P1 1.22058 0.99502 -2.09246
C1 2.93532 1.43195 -2.38169
C2 3.69068 0.81450 -3.39482
H1 3.26686 -0.01218 -3.96704
C3 4.98058 1.27306 -3.66823
H2 5.55865 0.79975 -4.46274
C4 5.52200 2.33215 -2.93355
H3 6.52799 2.68971 -3.15495
C5 4.77521 2.93475 -1.91483
H4 5.19338 3.75961 -1.33838
C6 3.48540 2.48547 -1.63110
H5 2.89318 2.94517 -0.83865
C7 0.91715 -0.59745 -2.88441
C8 1.64724 -1.72222 -2.44659
H6 2.41370 -1.60397 -1.67704
C9 1.39383 -2.97843 -2.99826
H7 1.92945 -3.84881 -2.61541
C10 0.47828 -3.11269 -4.04516
H8 0.30460 -4.09161 -4.49558
C11 -0.20421 -1.99257 -4.52213
H9 -0.90207 -2.08707 -5.35555
C12 -0.00459 -0.73983 -3.93917
H10 -0.54069 0.13376 -4.31729
C13 0.19710 2.27025 -2.85840
C14 0.59696 2.84041 -4.08352
H11 1.50584 2.48731 -4.57355
C15 -0.16257 3.85728 -4.66464
H12 0.15307 4.28338 -5.61736
C16 -1.31465 4.32959 -4.02706
H13 -1.90069 5.13022 -4.47979
C17 -1.71247 3.77454 -2.80663
H14 -2.60628 4.13576 -2.29610
C18 -0.96600 2.74642 -2.22780
H15 -1.27587 2.31075 -1.27769
Os1 0.03793 0.06349 2.30529
C19 -1.59659 -1.13308 1.96361
C20 -1.89639 -1.49164 0.68681
H16 -2.22336 -1.52239 2.77857
C21 -1.04513 -0.83468 -0.36415
O1 -1.91744 -0.05791 -1.22176
H17 -1.40043 0.31260 -1.96500
C22 -0.04057 0.01980 0.33960
H18 -0.50489 -1.60034 -0.95743
C23 0.89561 0.84485 -0.05797
Cl1 1.93762 1.46463 2.87916
P2 -1.33484 1.92048 2.85177
P3 1.51152 -1.78316 2.57266
C24 -0.88637 2.96625 4.27602
H19 0.16403 3.26486 4.18328
H20 -1.02719 2.42403 5.21714
H21 -1.52645 3.85824 4.27379
C25 -1.38586 3.09123 1.46201
H22 -2.06133 2.70825 0.68823
H23 -0.37937 3.20042 1.04249
H24 -1.74587 4.06808 1.81218
C26 -3.08198 1.47776 3.13800
H25 -3.13582 0.72421 3.93303
H26 -3.49937 1.05312 2.21739
H27 -3.65334 2.37055 3.42532
C27 2.36092 -2.04675 4.16322
H28 1.65034 -2.42437 4.90907
H29 2.79390 -1.10159 4.51018
H30 3.16488 -2.78130 4.02303
C28 0.71975 -3.39953 2.25721
H31 0.32577 -3.42479 1.23371
H32 -0.11299 -3.53179 2.95891
H33 1.44454 -4.21478 2.38945
C29 2.87980 -1.69669 1.37426
H34 3.23071 -0.66088 1.30806
H35 2.52863 -2.02597 0.39011
H36 3.70149 -2.34360 1.70928
P4 -3.25784 -2.53997 0.11945
C30 -3.84758 -3.48451 1.50784
C31 -2.55349 -3.57081 -1.17121
H37 -4.23931 -2.80737 2.27887
H38 -3.03059 -4.08466 1.93105
H39 -4.64921 -4.14921 1.15824
H40 -2.20008 -2.95035 -2.00685
H41 -3.32135 -4.26799 -1.53203
H42 -1.70514 -4.14092 -0.76695
C32 -4.52182 -1.47549 -0.56651
H43 -4.82369 -0.74019 0.19097
H44 -5.38693 -2.08327 -0.86226
H45 -4.10737 -0.94160 -1.43078
H46 1.57472 1.42080 0.56531
C33 0.53755 0.26101 5.47112
C34 -0.33300 -0.31509 4.39108
O2 -1.26700 -1.04508 4.72771
H47 1.01447 -0.56442 6.01737
H48 -0.09212 0.82352 6.17368
H49 1.32095 0.92398 5.08499


Record 6
This record from OMol25 describes one molecule with the formula C3H5N5 at a distorted geometry. The level of theory is ωB97M-V/def2-TZVPD.

LUMO (eV): 0.3
HOMO-LUMO gap (eV): 8.682
Maximum force (eV/Å): 3.9
Relative energy (zero: lowest compared OMol25 entry of this formula, charge and spin) (kcal/mol): 91.0
SMILES string: NN=c1cn[nH]nc1
E_HOMO (eV): -8.397

Atoms and positions in Å:
N1 2.52526 -0.30724 -0.00807
N2 1.58158 0.75331 -0.02820
C1 0.39012 0.39698 -0.00646
C2 -0.65516 1.35190 -0.09000
N3 -1.93855 1.07768 -0.00714
N4 -2.29152 -0.22771 0.25257
N5 -1.51115 -1.30281 -0.04738
C3 -0.24703 -0.97966 -0.14292
H1 2.17061 -1.14158 0.50124
H2 3.36668 0.04534 0.57968
H3 -0.56703 2.43043 -0.23695
H4 -3.23591 -0.26594 -0.15013
H5 0.41210 -1.83070 -0.61624


Energy
In order: -31285.7719, -24331.4576, -13525.2848, -134336.8760, -92276.3667, -10638.9289
Unit: eV